1.
Molecular formula: C28H32BBaBr2F4N6Sb2Se3Te
Method: DFT, the ωB97M-V functional and the def2-TZVPD basis

Geometry as XYZ:
```
80
Properties=species:S:1:pos:R:3:forces:R:3
Ba 1.38825 1.19414 0.16647 -0.578 -0.732 0.477
Se 0.24379 1.87069 3.70236 0.074 0.221 0.298
Se 0.44215 4.21676 3.59216 -0.061 -0.368 -0.278
Te 0.67602 4.35970 1.05649 -0.094 0.705 0.027
Se -1.18579 3.02459 0.10972 -0.033 0.198 -0.003
C -4.42872 -0.33680 3.59063 -0.027 0.906 0.330
Sb -3.05160 0.76841 2.33873 0.264 -0.439 0.100
C -3.40508 2.71834 3.16131 -0.074 0.680 -0.762
C -4.68860 1.02353 0.93676 0.424 0.749 -1.097
C -5.14845 -0.12183 0.04376 1.254 -0.085 0.220
C -6.29155 -0.83028 0.35239 -0.372 -0.041 0.374
C -6.76222 -1.92533 -0.39424 0.294 1.628 0.082
C -6.08138 -2.19835 -1.55736 -0.079 -0.818 -1.069
C -4.89266 -1.55195 -1.89901 -1.546 -0.785 1.554
C -4.37840 -0.60283 -1.04399 -0.062 0.955 -0.425
C -3.09843 -0.00507 -1.43913 0.833 1.159 -0.220
Sb -1.33052 -1.12714 -0.88039 0.600 0.678 -0.290
C -0.79016 -2.18993 -2.68696 -1.978 -1.031 -0.778
C -2.22723 -2.78071 0.08473 0.664 -0.293 -0.169
H -3.93936 -0.76113 4.44991 0.224 -0.300 0.342
H -4.82836 -1.11833 2.96004 -0.353 -0.204 -0.031
H -5.19492 0.37202 3.95749 0.113 -0.502 -0.328
H -3.58478 3.35209 2.26378 -0.006 -0.317 0.543
H -2.52257 3.15486 3.64098 -0.182 -0.352 0.065
H -4.29074 2.75724 3.80474 0.194 -0.106 -0.032
H -4.30461 1.94069 0.41755 -0.417 -0.902 -0.228
H -5.48035 1.41651 1.55418 -0.593 -0.168 0.228
H -6.80439 -0.42480 1.21182 -0.516 -0.380 0.168
H -7.71996 -2.35021 -0.16338 -0.150 -0.376 0.113
H -6.46246 -2.91704 -2.29346 -0.002 0.066 0.494
H -4.40675 -1.91263 -2.76689 0.753 0.120 -0.777
H -2.91106 0.97784 -0.97785 -0.141 -0.361 -0.058
H -3.06880 0.19152 -2.52128 0.195 -0.291 0.252
H -1.09495 -3.27402 -2.64036 0.313 0.924 0.235
H 0.26531 -2.13892 -2.77045 1.031 0.118 -0.221
H -1.25799 -1.82278 -3.63863 0.490 0.093 0.975
H -3.00373 -3.14214 -0.54635 -0.959 -0.237 -0.328
H -2.58139 -2.53399 1.07588 -0.048 -0.084 0.212
H -1.46520 -3.56772 0.07926 -0.040 0.093 0.366
N 3.35670 1.44929 3.18208 -1.253 -0.114 1.249
C 4.60480 1.85738 2.91774 1.339 0.890 -0.154
C 5.19024 0.88966 2.14928 0.061 0.216 -0.626
N 4.30566 -0.10047 1.88984 -0.481 -0.248 0.671
C 3.21815 0.23863 2.57559 -0.147 -0.871 -0.506
C 2.09230 -0.70453 2.70029 -2.198 -0.150 0.214
N 1.47957 -1.39306 1.71723 1.392 0.839 0.653
C 0.56433 -2.21798 2.31103 -0.128 0.108 -0.109
C 0.55210 -2.00252 3.65208 -0.057 0.554 -0.056
N 1.43491 -0.95168 3.88528 0.260 -2.121 -1.540
H 2.63368 1.89147 3.82946 0.480 -0.609 -1.231
H 4.99468 2.82728 3.19181 -0.192 -0.154 0.229
H 6.16518 0.86266 1.70012 0.187 0.187 0.021
H -0.07511 -2.88942 1.72820 0.446 0.353 0.347
H -0.02962 -2.52666 4.39133 0.060 0.419 0.271
H 1.66758 -0.60444 4.77456 0.311 0.605 0.973
Br 4.98757 3.55220 -5.25276 0.053 -0.050 0.432
C 4.59711 2.78778 -3.55218 0.475 0.030 -0.304
C 4.41465 3.58729 -2.43421 -0.035 -0.022 -0.235
C 3.91555 3.01393 -1.28109 1.214 1.673 -0.237
N 3.79997 1.70711 -1.14849 -1.099 1.378 1.286
C 4.01772 0.97060 -2.18654 1.077 -1.181 -1.597
C 4.49634 1.42531 -3.44930 -1.404 0.060 0.741
C 3.86817 -0.45631 -1.89005 1.226 -1.369 -1.543
C 4.69532 -1.33924 -2.59996 1.032 -0.310 -1.248
C 4.61534 -2.67597 -2.34099 0.478 -0.573 0.147
Br 5.65960 -3.96242 -3.34358 -0.366 0.629 0.360
C 3.80995 -3.14451 -1.31985 -0.699 0.101 -0.784
C 2.98577 -2.23090 -0.69819 0.442 1.312 -0.463
N 3.03202 -0.88809 -0.99174 -0.865 -1.569 1.354
H 4.70997 4.61415 -2.45890 -0.366 0.561 -0.078
H 3.71781 3.71752 -0.46041 -0.077 -0.766 0.047
H 4.54684 0.81298 -4.34439 0.055 -0.130 0.406
H 5.42138 -1.06995 -3.39275 -0.728 0.367 0.714
H 3.68554 -4.20290 -1.22931 -0.001 -0.380 0.577
H 2.28192 -2.54133 0.06462 0.097 0.257 -0.164
F 1.46889 2.43271 -3.98010 -0.054 -0.085 0.013
B 0.83657 1.20973 -3.76086 0.001 -0.043 -0.135
F 1.31870 0.22743 -4.63563 0.477 0.006 0.597
F -0.53525 1.25338 -3.90917 -0.126 0.207 0.445
F 1.16509 0.86883 -2.33152 -0.296 -0.124 -1.102
```
Forces are in eV/Å.

Calculated values
LUMO level = 1.7 eV
charge = -1
orbital gap = 6.0 eV
highest occupied orbital energy = -0.15804 Ha
DFT total energy = -14965.8060 a.u.
maximum force = 2.6 eV Å⁻¹

Want to see where the charge sits? The Mulliken charges in e are: 1.464, -0.426, -0.422, -0.168, -0.426, -1.481, 0.590, -1.040, -1.954, 0.161, -0.331, -1.109, -0.235, -0.604, 1.025, -0.721, 0.521, -1.329, -1.704, 0.392, 0.371, 0.360, 0.323, 0.210, 0.371, 0.523, 0.704, 0.396, 0.367, 0.330, 0.435, -0.266, 0.639, 0.435, 0.274, 0.353, 0.604, 0.328, 0.481, 0.364, -0.450, -0.468, -0.260, -0.786, 0.175, 0.337, -0.100, -1.113, 0.217, 0.121, 0.436, 0.481, 0.340, 0.428, 0.173, -0.193, 0.013, -0.854, -0.290, 0.004, 0.832, -0.933, 0.197, -0.568, -0.130, -0.217, -1.091, -0.260, 0.991, 0.488, 0.451, 0.466, 0.504, 0.420, 0.341, -0.338, 0.082, -0.387, -0.333, 0.470

***

2.
Molecular formula: C28H32BF27O9P
Method: DFT, the ωB97M-V functional and the def2-TZVPD basis

Geometry as XYZ:
```
98
Properties=species:S:1:pos:R:3:forces:R:3
C 2.44303 -3.31779 -0.00638 -0.275 -0.037 0.130
C 1.54548 -2.43591 -0.85526 -0.354 -0.223 0.079
C 0.16662 -3.08204 -1.05981 0.369 0.273 0.380
P -1.06950 -1.85680 -1.54646 -0.209 -0.741 -0.266
C -1.12890 -1.71611 -3.39105 -0.221 -0.001 0.150
O -0.86379 -0.41248 -3.82695 -0.041 0.118 -0.229
O -2.16722 0.19002 -4.01340 0.061 -0.148 0.336
C -0.69280 -0.20567 -0.89039 0.149 0.148 -0.136
O -0.64973 -0.38957 0.52485 0.236 0.201 0.276
C -0.97339 0.71542 1.24354 -0.213 -0.148 -0.096
F -2.26884 1.03477 0.98052 0.544 0.184 0.298
F -0.82832 0.44107 2.52838 -0.113 0.227 -0.541
F -0.23223 1.78673 0.91281 -0.262 -0.372 0.191
B -2.85285 -2.39461 -0.86348 -0.549 -0.082 -0.221
O -2.87837 -3.28427 0.14842 0.743 0.560 0.060
O -3.95013 -1.93829 -1.51481 0.230 0.189 0.719
O 1.99176 -2.18485 -2.17145 0.068 -0.072 -0.069
C 3.19207 -1.41372 -2.28667 -0.079 0.310 -0.230
C 2.97842 -0.00719 -1.79222 0.052 0.286 0.188
C 2.39451 0.94682 -2.63264 0.092 0.037 0.397
C 2.13725 2.23540 -2.16597 0.038 -0.314 0.105
C 2.46129 2.58332 -0.85468 0.040 -0.310 -0.183
C 3.05335 1.64174 -0.01333 -0.149 0.006 -0.291
C 3.30811 0.35302 -0.48091 -0.161 0.210 -0.248
H 3.47203 -2.96995 0.01176 0.060 -0.090 -0.123
H 2.08464 -3.27718 1.02454 -0.005 -0.019 0.004
H 2.38784 -4.35714 -0.32720 0.251 -0.021 -0.129
H 1.38040 -1.50094 -0.31429 0.288 0.153 -0.005
H 0.22481 -3.82033 -1.86145 -0.016 -0.086 0.009
H -0.15840 -3.57859 -0.14618 -0.181 0.045 -0.001
H -2.12901 -2.02576 -3.69649 0.005 -0.002 -0.166
H -0.40181 -2.40387 -3.82080 0.179 0.138 0.019
H -1.92118 1.11924 -4.11855 0.079 0.079 -0.102
H 0.25480 0.17860 -1.27866 0.016 -0.065 0.015
H -1.49341 0.47477 -1.18754 -0.035 -0.022 -0.033
H -3.48982 -3.04511 0.85579 -0.481 -0.423 -0.097
H -4.04275 -0.98673 -1.63661 -0.091 0.032 -0.419
H 3.40411 -1.40009 -3.35414 0.021 -0.050 -0.014
H 4.03407 -1.90038 -1.79352 -0.047 -0.047 0.137
H 2.14798 0.67461 -3.65108 -0.011 0.014 -0.059
H 1.68439 2.95721 -2.83232 0.036 0.086 0.020
H 2.25942 3.58613 -0.50293 0.040 0.006 0.050
H 3.31278 1.92037 0.99890 0.037 -0.050 0.032
H 3.76776 -0.38190 0.16867 0.062 0.018 0.045
C -7.73928 2.54062 0.43443 -0.272 0.391 0.148
C -7.70314 1.87112 -0.94491 0.140 0.014 -0.015
C -8.31952 0.47595 -1.07974 -0.050 0.022 -0.059
F -7.65646 -0.41149 -0.30687 -0.046 -0.014 -0.012
F -8.20574 0.08098 -2.36659 0.016 -0.040 0.023
F -6.43452 1.85348 -1.42072 -0.034 -0.005 -0.013
F -8.44289 2.66383 -1.76907 -0.039 0.017 -0.005
O -6.55201 2.46310 1.19552 0.214 -0.168 -0.306
C -6.30258 1.43819 2.05702 -0.071 0.090 0.079
C -5.04598 0.67649 1.63230 0.122 -0.126 -0.024
F -5.18261 0.14754 0.38604 0.058 0.016 0.057
F -4.82067 -0.35168 2.48208 0.017 -0.032 0.003
F -7.35421 0.61839 2.20913 -0.031 -0.070 -0.020
F -6.01320 1.96847 3.26037 -0.090 -0.022 0.105
H -7.85131 3.60232 0.22133 0.013 0.007 0.000
H -8.61689 2.23676 1.00487 0.038 -0.179 -0.042
H -9.37590 0.48940 -0.80166 0.009 -0.024 0.018
H -4.18883 1.34119 1.63232 -0.157 0.143 0.129
C -1.62977 5.61356 2.65611 0.083 0.158 -0.481
C -0.55862 5.31319 3.71364 -0.093 0.084 0.147
C -0.25580 3.84408 4.01702 0.081 -0.013 0.029
F -1.34283 3.21937 4.51621 0.033 -0.023 -0.043
F 0.73399 3.78198 4.93232 -0.063 -0.030 0.003
F -0.82765 5.97282 4.85229 0.036 0.007 -0.010
F 0.61222 5.80446 3.20381 0.021 -0.011 -0.058
O -2.90964 5.96008 3.13219 0.089 -0.049 0.401
C -3.88395 5.04075 3.38016 -0.136 0.087 -0.140
C -4.30031 5.05131 4.85637 -0.034 0.003 0.013
F -3.24040 4.75424 5.63109 -0.045 -0.021 0.023
F -5.24924 4.11002 5.04039 -0.020 0.000 0.050
F -3.54550 3.79678 2.97863 0.136 -0.042 -0.023
F -4.97292 5.40041 2.66505 -0.067 -0.049 -0.073
H -1.27651 6.51763 2.16275 0.001 0.010 0.005
H -1.66930 4.83140 1.89595 -0.003 -0.124 0.143
H 0.07341 3.33162 3.11051 -0.005 -0.044 -0.049
H -4.69319 6.03260 5.12751 0.004 0.004 0.009
C 9.03713 -4.59063 -0.45016 0.448 -0.201 0.201
C 7.80995 -4.01141 0.26296 -0.016 0.130 -0.104
C 6.52384 -4.84084 0.25044 -0.068 0.013 -0.023
F 6.06767 -5.00950 -1.00817 -0.017 -0.013 0.035
F 5.57326 -4.16088 0.93988 -0.037 -0.034 0.051
F 7.54544 -2.76745 -0.18895 -0.009 -0.011 0.034
F 8.14464 -3.91390 1.58199 0.023 -0.039 0.036
O 9.29762 -4.09944 -1.74627 -0.342 0.305 0.019
C 8.75881 -4.67204 -2.86005 0.166 -0.066 -0.066
C 7.89295 -3.67123 -3.63748 0.020 0.021 -0.041
F 6.87817 -3.22702 -2.86233 -0.016 0.003 -0.041
F 7.36445 -4.29449 -4.71077 -0.031 0.015 -0.022
F 8.07623 -5.79560 -2.58172 -0.042 -0.030 -0.002
F 9.77461 -5.00721 -3.68331 0.035 -0.097 -0.031
H 9.88477 -4.25010 0.14213 0.001 0.019 -0.003
H 9.04112 -5.68035 -0.41281 -0.168 0.003 -0.046
H 6.67643 -5.81581 0.71831 -0.002 0.009 0.007
H 8.50015 -2.82502 -3.96210 -0.002 0.008 0.002
```
Forces are in eV/Å.

Calculated values
LUMO level = -3.1 eV
charge = +1
orbital gap = 9.0 eV
highest occupied orbital energy = -0.44475 Ha
DFT total energy = -4825.6998 a.u.
maximum force = 0.9 eV Å⁻¹

Want to see where the charge sits? The Mulliken charges in e are: -1.756, 1.394, -1.647, 0.962, -0.878, -0.168, -0.377, -0.341, -0.487, 0.817, -0.273, -0.230, -0.139, 0.746, -0.544, -0.431, -0.399, -0.938, 0.552, -0.475, -0.597, -0.592, -0.779, 0.094, 0.322, 0.415, 0.363, -0.161, 0.653, 0.485, 0.566, 0.460, 0.322, -0.724, 1.138, 0.350, 0.288, 0.526, 0.170, 0.423, 0.456, 0.495, 0.458, 0.445, -0.815, 0.886, 0.055, -0.197, -0.264, -0.230, -0.331, -0.283, 0.640, 0.832, -0.237, -0.314, -0.319, -0.276, 0.412, 0.335, 0.281, -0.134, -0.701, 0.811, 0.437, -0.205, -0.293, -0.267, -0.326, -0.386, 0.793, 0.127, -0.228, -0.211, -0.213, -0.335, 0.416, 0.336, -0.030, 0.265, -0.786, 0.910, 0.116, -0.229, -0.261, -0.252, -0.333, -0.394, 0.752, 0.181, -0.181, -0.256, -0.282, -0.300, 0.406, 0.346, 0.311, 0.254

***

3.
Molecular formula: C28H32BiN2O8S
Method: DFT, the ωB97M-V functional and the def2-TZVPD basis

Geometry as XYZ:
```
72
Properties=species:S:1:pos:R:3:forces:R:3
Bi 0.43296 -0.40745 -0.08933 0.335 -0.704 -0.277
O -0.12006 -1.98667 1.23395 0.268 0.117 0.063
C 0.54142 -2.32397 2.33197 -0.080 -0.084 0.153
C 0.81207 -3.68812 2.52907 -0.069 -0.011 -0.093
C 1.41289 -4.15003 3.67881 0.001 0.141 0.012
C 1.79005 -3.25958 4.68350 0.071 -0.116 0.125
C 1.56401 -1.91492 4.50067 -0.060 0.069 -0.029
C 0.93774 -1.41861 3.35164 0.069 -0.324 -0.099
C 0.74601 0.00986 3.25998 -0.222 0.289 0.036
N 0.16810 0.59212 2.28818 0.221 -0.157 -0.038
C -0.10735 1.99898 2.27354 -0.304 0.092 0.140
C -1.62781 2.23656 2.40270 0.127 -0.113 0.051
N -2.42544 1.78052 1.26898 0.074 -0.016 -0.268
C -2.45641 0.54150 0.96999 0.016 0.108 0.252
C -3.25069 0.03010 -0.15270 -0.065 -0.167 -0.182
C -4.59656 0.38843 -0.25374 0.095 0.027 0.011
C -5.40063 -0.07906 -1.27427 -0.129 0.039 -0.019
C -4.84316 -0.93547 -2.22490 0.007 0.032 0.002
C -3.52396 -1.31803 -2.13918 0.090 -0.020 0.036
C -2.67060 -0.85936 -1.10300 -0.123 0.015 -0.222
O -1.42156 -1.23435 -1.13063 -0.023 0.222 0.420
H 0.53889 -4.35854 1.72463 -0.025 -0.007 0.019
H 1.60508 -5.20927 3.79953 -0.005 -0.008 -0.032
H 2.26580 -3.61968 5.58658 0.021 0.019 -0.019
H 1.87853 -1.20995 5.26332 -0.014 0.026 -0.015
H 1.11220 0.59964 4.11370 -0.057 -0.007 0.021
H 0.23219 2.40297 1.31166 0.003 0.080 0.038
H 0.40714 2.54285 3.07975 -0.004 -0.021 -0.009
H -1.78656 3.31336 2.49560 -0.024 -0.021 0.064
H -1.97020 1.76660 3.33191 0.025 0.017 0.010
H -1.91025 -0.21205 1.54508 0.042 0.012 0.024
H -5.00734 1.02801 0.51963 0.020 0.073 -0.045
H -6.44611 0.19867 -1.32326 0.012 0.006 -0.004
H -5.45387 -1.30240 -3.04262 0.003 -0.036 0.017
H -3.08075 -1.98620 -2.86686 -0.004 0.026 -0.024
O 3.21345 -2.39523 -2.69764 -0.126 0.061 0.132
C 2.65611 -1.54572 -2.01952 0.275 -0.169 -0.190
O 1.50294 -1.74708 -1.45352 -0.265 0.374 -0.041
C 3.40076 -0.19709 -1.88767 -0.133 -0.058 0.143
C 2.60841 1.11217 -2.09548 0.187 -0.054 -0.401
C 3.58975 2.17103 -2.62481 -0.100 -0.098 0.034
C 4.43988 2.44520 -1.35757 -0.113 -0.008 0.063
C 3.72113 1.56387 -0.31438 0.350 0.024 -0.141
O 2.36248 1.60786 -0.76447 -0.262 -0.066 0.116
C 4.10807 0.08844 -0.52788 -0.243 -0.061 0.301
C 3.68424 -0.72541 0.71404 0.297 -0.027 -0.005
O 4.58495 -1.15062 1.42940 -0.118 0.051 -0.039
O 2.43097 -0.84054 0.97922 -0.026 0.344 -0.155
H 4.15755 -0.26925 -2.66521 0.025 -0.013 0.013
H 1.67732 1.01770 -2.65093 -0.048 0.053 0.080
H 3.04606 3.05961 -2.94775 0.013 0.009 0.018
H 4.17120 1.79457 -3.46447 0.015 0.043 -0.025
H 4.40233 3.49659 -1.07077 0.005 -0.005 0.000
H 5.48414 2.15770 -1.47195 0.015 -0.001 0.008
H 3.79492 1.90637 0.71602 -0.081 -0.007 -0.010
H 5.18673 -0.02630 -0.60039 -0.003 -0.012 -0.047
C -3.57766 3.53630 -1.90544 0.035 0.005 -0.063
C -2.74045 2.68832 -2.85191 0.110 -0.229 0.423
S -1.25899 1.99109 -2.03019 -0.224 1.004 -0.222
O -0.48652 1.34679 -3.12436 0.270 -0.317 -0.258
C -0.36767 3.57728 -1.71031 -0.151 -0.368 0.004
C 0.03823 4.27041 -2.99798 -0.039 -0.068 -0.026
H -4.57893 3.67988 -2.31422 0.010 -0.011 0.019
H -3.13604 4.52206 -1.74680 0.002 -0.013 -0.011
H -3.66785 3.03983 -0.94054 -0.051 -0.002 0.105
H -2.41292 3.22459 -3.74212 0.094 -0.073 -0.020
H -3.27956 1.78896 -3.15620 -0.008 0.000 -0.018
H 0.51407 3.25360 -1.15332 -0.028 -0.007 0.062
H -1.00041 4.18030 -1.05818 0.049 -0.004 0.053
H 0.30977 3.51025 -3.73462 -0.004 0.050 -0.031
H 0.90794 4.90987 -2.84253 -0.044 0.043 0.047
H -0.77095 4.88027 -3.40074 0.022 0.011 -0.039
```
Forces are in eV/Å.

Calculated values
LUMO level = 2.3 eV
charge = -1
orbital gap = 7.4 eV
highest occupied orbital energy = -0.18521 Ha
DFT total energy = -2410.5103 a.u.
maximum force = 1.1 eV Å⁻¹

Want to see where the charge sits? The Mulliken charges in e are: 2.238, -0.646, 0.353, -0.596, -0.468, -0.726, -0.825, 1.172, -0.668, 0.452, -0.529, -0.963, -0.281, -0.680, 0.778, -0.624, -0.691, -0.550, -0.597, -0.028, -0.686, 0.450, 0.394, 0.366, 0.307, 0.134, -0.147, 0.581, 0.398, 0.310, 0.974, 0.362, 0.383, 0.372, 0.435, -0.744, -0.155, -0.570, 0.244, -0.194, -0.872, -1.097, -0.151, -0.187, 0.031, -0.178, -0.790, -0.457, 0.678, 0.439, 0.194, 0.473, 0.362, 0.352, 0.645, 0.433, -1.064, -0.714, 0.729, -0.824, -0.252, -1.523, 0.371, 0.298, 0.214, 0.499, 0.360, -0.071, 0.702, 0.349, 0.420, 0.296